{"formula": "C33H45FeN5P", "method": "ωB97M-V with the def2-TZVPD basis set", "elements": ["Fe", "C", "C", "N", "C", "C", "N", "C", "C", "N", "H", "H", "H", "H", "H", "H", "H", "H", "H", "H", "H", "H", "H", "H", "H", "C", "C", "C", "C", "C", "C", "C", "P", "C", "C", "C", "C", "C", "C", "C", "C", "C", "C", "C", "C", "C", "C", "H", "H", "H", "H", "H", "H", "H", "H", "H", "H", "H", "H", "H", "H", "H", "H", "H", "H", "H", "H", "N", "C", "N", "C", "C", "C", "C", "C", "H", "H", "H", "H", "H", "H", "H", "H", "H", "H"], "xyz": [[0.229956, -0.090812, 0.456954], [-0.500855, 1.437677, 2.860789], [0.038432, 2.392147, 1.803163], [1.051392, 1.716085, 0.981810], [2.344748, 1.510252, 1.678662], [2.950485, 0.234517, 1.160093], [1.950046, -0.846146, 1.257181], [1.748960, -1.408330, 2.608578], [0.556572, -0.771878, 3.329699], [-0.342508, 0.019026, 2.437470], [-1.554237, 1.656480, 3.029360], [0.001016, 1.588859, 3.814781], [0.434783, 3.300062, 2.264016], [-0.763252, 2.687232, 1.131872], [1.197291, 2.292276, 0.158873], [2.148522, 1.437345, 2.749849], [3.019101, 2.354473, 1.534655], [3.875246, -0.023483, 1.680364], [3.181360, 0.356411, 0.100298], [2.317288, -1.602179, 0.680824], [2.657277, -1.305255, 3.205996], [1.581807, -2.475484, 2.491372], [0.908027, -0.123254, 4.129806], [-0.026220, -1.557248, 3.807944], [-1.255341, -0.422879, 2.452618], [0.391666, -5.053792, -1.115360], [1.692672, -4.290176, -1.088982], [2.867182, -5.037219, -0.965986], [4.122643, -4.457477, -0.993608], [4.246192, -3.085460, -1.169465], [3.099418, -2.320990, -1.273377], [1.820816, -2.899102, -1.212541], [0.506304, -1.652273, -1.390581], [-0.968727, -2.276461, -0.512560], [-0.668833, -2.798414, 0.751242], [-1.663671, -3.155724, 1.652065], [-2.987790, -2.984486, 1.288068], [-3.293645, -2.489759, 0.024831], [-2.314105, -2.137379, -0.896916], [-2.743645, -1.660741, -2.254611], [0.253422, -1.501823, -3.182137], [0.190549, -2.664761, -3.938664], [-0.045431, -2.630842, -5.305570], [-0.217894, -1.402165, -5.944527], [-0.111700, -0.234642, -5.229302], [0.158700, -0.228858, -3.831763], [0.358962, 1.000151, -3.197826], [0.537281, -5.995069, -1.644069], [-0.416852, -4.515012, -1.601956], [0.054592, -5.300740, -0.106227], [2.783529, -6.112902, -0.868001], [5.003927, -5.077739, -0.901674], [5.220961, -2.621343, -1.234715], [3.185819, -1.251473, -1.443210], [0.365657, -2.985803, 1.005708], [-1.404818, -3.593175, 2.608036], [-3.784213, -3.263506, 1.965146], [-4.333345, -2.395060, -0.264275], [-3.829858, -1.636329, -2.312773], [-2.382175, -2.323308, -3.041287], [-2.357150, -0.669117, -2.481253], [0.319904, -3.625705, -3.458891], [-0.094383, -3.552919, -5.868209], [-0.410509, -1.367667, -7.008417], [-0.202609, 0.718844, -5.734850], [0.647601, 1.067217, -2.161297], [0.299346, 1.914908, -3.771391], [-1.333920, 0.797866, -0.357029], [-2.150849, 1.420013, -0.895433], [-3.029372, 2.143152, -1.521493], [-3.224519, 2.054480, -2.984813], [-4.629369, 1.558298, -3.286307], [-5.667916, 2.438215, -2.594828], [-5.425932, 2.479234, -1.087311], [-4.014517, 2.958790, -0.782840], [-2.449059, 1.411505, -3.397940], [-3.079597, 3.060412, -3.387417], [-4.725353, 0.528360, -2.934460], [-4.780922, 1.547680, -4.366465], [-6.672350, 2.071361, -2.803617], [-5.613864, 3.453458, -3.000274], [-5.567310, 1.482759, -0.657293], [-6.137689, 3.145699, -0.599030], [-3.781572, 2.898250, 0.279737], [-3.882701, 3.995103, -1.103602]], "atomic_forces_ev_per_a": [[0.18, -0.84, 0.74], [-0.10, 0.01, 0.14], [-0.14, 0.25, -0.04], [0.07, -0.16, -0.57], [-0.08, 0.12, 0.10], [0.03, 0.02, -0.04], [0.00, -0.19, -0.17], [0.03, 0.10, 0.00], [-0.04, -0.01, 0.16], [-0.11, 0.10, -0.29], [0.00, -0.03, 0.03], [0.00, -0.01, 0.01], [0.03, -0.02, 0.03], [0.03, 0.05, 0.00], [0.14, -0.03, -0.04], [0.00, -0.01, 0.00], [-0.03, 0.04, 0.01], [0.00, 0.02, 0.05], [0.05, -0.02, 0.01], [-0.08, 0.02, 0.04], [0.00, 0.04, 0.02], [0.02, -0.03, 0.02], [-0.01, 0.01, 0.00], [-0.02, 0.01, 0.03], [-0.01, -0.01, 0.03], [0.03, 0.00, 0.02], [-0.01, -0.05, -0.04], [0.00, -0.01, 0.01], [-0.02, 0.01, 0.00], [-0.01, 0.02, 0.00], [0.05, -0.10, -0.08], [0.04, 0.11, -0.06], [0.01, 0.62, -0.48], [0.20, -0.01, 0.09], [0.01, 0.15, 0.10], [-0.08, 0.03, 0.03], [0.06, -0.01, 0.00], [0.01, -0.03, -0.04], [-0.18, 0.04, 0.04], [-0.01, -0.09, -0.04], [0.01, -0.05, 0.05], [-0.05, 0.02, 0.01], [0.00, -0.01, -0.02], [0.00, -0.02, 0.00], [0.01, 0.03, 0.04], [-0.01, -0.11, -0.02], [0.00, 0.06, 0.00], [0.00, 0.00, 0.00], [-0.01, 0.01, -0.01], [0.00, 0.00, -0.01], [0.00, 0.00, 0.00], [0.00, 0.00, 0.00], [0.00, 0.00, 0.00], [0.01, -0.01, 0.01], [-0.03, -0.06, -0.03], [0.00, 0.00, 0.01], [0.00, 0.00, 0.00], [0.00, 0.00, 0.00], [-0.01, 0.03, -0.01], [-0.01, -0.01, 0.00], [0.05, 0.04, -0.02], [0.01, -0.02, 0.01], [0.00, 0.00, 0.00], [0.00, 0.00, 0.00], [0.01, 0.00, 0.00], [-0.02, -0.01, 0.03], [0.00, 0.00, 0.00], [-0.04, 0.01, 0.18], [0.02, 0.12, -0.21], [0.01, -0.09, 0.10], [0.02, 0.00, 0.01], [0.00, 0.02, 0.00], [-0.03, -0.01, 0.00], [0.01, 0.00, 0.00], [-0.05, 0.00, 0.05], [0.01, -0.02, 0.00], [0.02, 0.00, -0.01], [-0.01, -0.04, -0.01], [0.01, 0.03, 0.00], [0.01, 0.00, 0.00], [-0.01, 0.00, 0.00], [0.00, 0.01, -0.01], [0.01, 0.01, 0.00], [0.00, 0.01, 0.00], [0.00, 0.01, 0.01]], "lowdin_spin": [0.00, 0.00, 0.00, 0.00, 0.00, 0.00, 0.00, 0.00, 0.00, 0.00, 0.00, 0.00, 0.00, 0.00, 0.00, 0.00, 0.00, 0.00, 0.00, 0.00, 0.00, 0.00, 0.00, 0.00, 0.00, 0.00, 0.00, 0.00, 0.00, 0.00, 0.00, 0.00, 0.01, 0.01, 0.00, 0.00, 0.00, 0.00, 0.00, 0.00, 0.12, 0.00, 0.14, -0.01, 0.12, 0.04, 0.48, 0.00, 0.00, 0.00, 0.00, 0.00, 0.00, 0.00, 0.00, 0.00, 0.00, 0.00, 0.00, 0.00, 0.00, 0.00, 0.01, 0.00, 0.00, 0.03, 0.03, 0.01, 0.01, 0.00, 0.00, 0.00, 0.00, 0.00, 0.00, 0.01, 0.00, 0.00, 0.00, 0.00, 0.00, 0.00, 0.00, 0.00, 0.00], "homo_energy_ev": [-12.4, -13.7], "total_energy_ev": -86064.663, "total_charge": 2, "spin_multiplicity": 2, "relative_energy_kj_mol": 91.6, "e_lumo_ev": [-4.90, -5.75], "largest_force_ev_per_a": 1.14}